17
Properties=species:S:1:pos:R:3:mulliken_charge:R:1 method="wB97M-V/def2-TZVPD" spin_multiplicity=1 energy_ha=-1175.9567 gap_ev=7.108 de_lowest_kcal_mol=124.5 largest_force_ev_per_a=5.3
C -2.68 -1.53 0.07 0.109
C -1.62 -1.18 -0.68 0.192
C 1.27 -0.34 0.54 0.286
C -1.19 1.08 0.03 0.114
C -0.20 1.85 -0.81 -0.566
C 0.13 0.41 -1.46 -0.111
C 2.14 -0.90 1.55 -1.301
N -3.58 -2.19 0.49 -0.450
N -1.03 -0.08 -0.79 0.156
S -2.18 1.39 1.24 -0.275
S 1.71 -0.37 -1.01 -0.056
H -0.76 2.45 -1.65 0.267
H 0.63 2.31 -0.36 0.356
H 0.05 0.34 -2.64 0.332
H 2.08 -0.39 2.47 0.316
H 3.28 -0.99 1.21 0.266
H 1.97 -1.86 1.79 0.366


105
Properties=species:S:1:pos:R:3:mulliken_charge:R:1 method="wB97M-V/def2-TZVPD" spin_multiplicity=1 energy_ha=-6218.2047 gap_ev=6.944 charge=+1 largest_force_ev_per_a=5.8
C -1.41 -1.25 2.85 -0.634
B -1.25 0.31 2.49 0.350
O -2.24 1.20 3.11 -0.671
C -0.16 1.02 1.45 0.397
C 0.23 2.35 2.34 -1.587
B 1.82 2.73 2.27 1.092
O 2.52 3.18 1.08 -0.531
O 2.66 2.68 3.46 -0.604
N 1.09 0.24 1.54 0.739
C 1.59 -0.59 0.44 0.745
C 1.11 -2.10 0.77 -0.613
O 2.00 -3.16 0.36 -0.051
N 1.63 -4.34 0.96 0.032
O 2.13 -5.21 0.31 -0.340
C 3.22 -0.43 0.60 0.132
C 3.82 -1.20 1.86 -0.645
O 4.48 -2.25 1.61 -0.417
I 3.71 -0.62 3.94 -0.002
C 1.13 -0.09 -1.06 -1.883
I 2.48 1.44 -1.89 0.288
C 1.43 -1.36 -2.02 0.321
C 1.64 -1.11 -3.58 0.110
C 3.18 -1.31 -4.08 -1.162
O 0.94 -2.23 -4.26 -0.583
N -0.36 0.30 -1.06 1.759
C -0.98 0.39 -2.39 0.133
I -0.87 2.06 -3.84 0.299
C -1.70 -0.73 -2.96 -0.698
C -1.94 -2.13 -2.28 -0.809
I -2.61 -0.68 -4.98 0.156
C -0.76 1.32 0.00 -0.397
Br -0.31 3.24 -0.54 0.192
C -2.38 1.51 -0.01 -1.775
C -3.31 0.23 -0.08 -0.064
C -4.48 0.41 -1.20 -0.050
C -5.78 -0.39 -0.60 -0.783
C -6.87 0.62 0.00 -0.522
C -8.25 -0.13 0.41 -0.591
O -8.92 -0.71 -0.73 -0.243
C -10.32 -0.84 -0.52 0.571
C -10.98 -2.31 -0.53 -0.810
O -11.11 0.13 -0.35 -0.526
H -2.36 -1.42 3.47 0.397
H -0.51 -1.57 3.49 0.314
H -1.53 -1.90 1.91 0.108
H -2.11 1.21 4.09 0.319
H -0.48 3.22 2.23 0.191
H 0.13 2.05 3.46 0.187
H 2.76 4.12 1.26 0.225
H 3.56 2.42 3.12 0.272
H 1.16 -0.17 2.48 0.447
H 1.02 -2.23 1.92 0.623
H 0.06 -2.33 0.33 -0.180
H 3.48 0.68 0.80 0.374
H 3.80 -0.77 -0.32 0.507
H 0.70 -2.23 -1.89 -0.204
H 2.45 -1.76 -1.65 0.674
H 1.16 -0.19 -4.03 0.048
H 3.15 -1.73 -5.15 0.434
H 3.70 -2.11 -3.45 0.313
H 3.77 -0.33 -4.07 0.253
H 1.57 -2.99 -4.29 0.377
H -0.75 -0.56 -0.61 -0.590
H -1.26 -2.90 -2.83 0.329
H -1.71 -2.24 -1.17 0.100
H -3.01 -2.52 -2.43 0.431
H -2.64 2.11 -0.97 0.790
H -2.71 2.23 0.84 0.435
H -2.80 -0.79 -0.12 -0.158
H -3.91 0.21 0.91 0.691
H -4.75 1.51 -1.30 0.495
H -4.25 -0.12 -2.19 -0.164
H -5.48 -1.10 0.25 0.237
H -6.30 -1.03 -1.40 0.458
H -7.19 1.44 -0.74 0.312
H -6.52 1.15 0.97 0.225
H -8.02 -0.96 1.19 0.273
H -8.99 0.58 0.92 0.393
H -11.88 -2.38 0.17 0.301
H -10.19 -3.08 -0.27 0.262
H -11.37 -2.52 -1.60 0.254
F 8.00 -4.18 6.28 -0.307
C 7.95 -4.41 4.96 0.338
C 6.82 -4.03 4.24 -0.500
C 6.77 -4.26 2.87 -0.179
C 7.84 -4.88 2.23 -0.619
C 8.96 -5.27 2.96 -0.293
C 9.02 -5.03 4.33 -0.442
H 6.00 -3.55 4.76 0.414
H 5.90 -3.96 2.30 0.451
H 7.80 -5.07 1.16 0.372
H 9.79 -5.76 2.46 0.365
H 9.89 -5.31 4.91 0.407
F 1.88 6.32 0.09 -0.263
C 2.09 6.68 -1.19 0.255
C 2.64 7.92 -1.46 -0.445
C 2.87 8.29 -2.79 -0.436
C 2.53 7.42 -3.82 -0.491
C 1.97 6.17 -3.53 -0.685
C 1.75 5.80 -2.21 0.347
H 2.90 8.59 -0.65 0.431
H 3.31 9.25 -3.01 0.375
H 2.70 7.71 -4.85 0.377
H 1.70 5.50 -4.34 0.356
H 1.33 4.83 -1.96 0.094


26
Properties=species:S:1:pos:R:3:mulliken_charge:R:1 method="wB97M-V/def2-TZVPD" spin_multiplicity=1 energy_ha=-899.5675 gap_ev="7.034 / 6.216" charge=+1 de_lowest_kcal_mol=35.4 largest_force_ev_per_a=2.2
C 3.63 0.33 0.28 0.262
C -3.43 1.62 0.44 -1.320
C -2.88 0.24 0.12 -0.469
C -1.42 0.29 -0.33 -0.536
C -0.88 -1.11 -0.63 -0.784
C 0.54 -1.09 -1.18 -0.610
N 3.32 0.47 1.57 -0.302
N 2.72 -0.38 -0.51 -0.064
N 1.47 -0.60 -0.19 -0.029
F 1.48 -1.90 1.16 -0.394
S 4.91 1.01 -0.51 -0.207
H -3.36 2.27 -0.43 0.330
H -2.87 2.08 1.25 0.342
H -4.47 1.55 0.73 0.392
H -2.97 -0.41 1.00 0.356
H -3.48 -0.22 -0.67 0.337
H -1.35 0.91 -1.22 0.281
H -0.84 0.77 0.46 0.317
H -1.52 -1.59 -1.37 0.433
H -0.91 -1.73 0.27 0.369
H 0.85 -2.10 -1.48 0.460
H 0.60 -0.44 -2.06 0.468
H 2.73 -0.21 2.04 0.247
H 3.97 0.98 2.15 0.256
H 3.09 -0.80 -1.36 0.326
H 1.05 0.05 0.48 0.536


8
Properties=species:S:1:pos:R:3:lowdin_spin:R:1 method="wB97M-V/def2-TZVPD" spin_multiplicity=2 s_squared=0.750 energy_ha=-489.7292 gap_ev="9.341 / 9.514" charge=+1 largest_force_ev_per_a=0.6
H -1.05 -3.02 -0.31 0.925
C 0.08 0.73 0.01 0.003
C 1.45 0.04 0.08 0.003
O 2.46 0.67 0.01 0.001
O -0.97 0.16 0.02 0.036
F 0.15 2.03 -0.08 0.000
H 1.39 -1.07 0.15 0.009
Na -3.51 0.46 0.12 0.024


7
Properties=species:S:1:pos:R:3:mulliken_charge:R:1 method="wB97M-V/def2-TZVPD" spin_multiplicity=1 energy_ha=-1114.9880 gap_ev=6.826 charge=-1 de_lowest_kcal_mol=27.9 largest_force_ev_per_a=3.5
C -1.93 0.38 0.16 0.546
N -2.78 0.59 -0.59 -0.603
O 0.68 -0.84 -1.38 -0.452
O 1.55 -1.32 0.96 -0.439
O -1.05 0.27 0.99 -0.718
S 2.32 1.29 -0.04 -0.266
S 1.21 -0.37 -0.08 0.932